## i
A 2-piece molecular cluster, C4H12NS2 overall. Source: the OMol25 dataset; level of theory: wB97M-V/def2-TZVPD.

Results
Kohn-Sham gap, Ha: 0.3009
HOMO, eV: -11.992
E_LUMO, eV: -3.80
Charge: +1

Last columns: bonded neighbours and bond lengths (Å).
Geometry (Å):
1 S 1.76257 -0.29404 -1.34256  C3 1.803, C4 1.805
2 S 1.37729 1.41617 1.05510  C3 1.829, C5 1.820
3 C 2.09790 -0.14071 0.42211  S1 1.803, S2 1.829, H6 1.107, H7 1.107
4 C 1.90641 1.48575 -1.60657  S1 1.805, C5 1.519, H8 1.107, H9 1.107
5 C 1.03062 2.16445 -0.56707  S2 1.820, C4 1.519, H10 1.107, H11 1.107
6 H 3.18576 -0.15723 0.62639  C3 1.107
7 H 1.64421 -1.00491 0.94441  C3 1.107
8 H 1.57514 1.70896 -2.63898  C4 1.107
9 H 2.96202 1.80633 -1.51510  C4 1.107
10 H -0.04114 2.04705 -0.81808  C5 1.107
11 H 1.24267 3.24858 -0.49523  C5 1.107
12 C -2.51635 -2.15960 1.10309  N13 1.497, H14 1.103, H15 1.103, H16 1.103
13 N -2.16653 -0.89979 0.37462  C12 1.497, H17 1.040, H18 1.040, H19 1.040
14 H -3.15561 -1.93420 1.97324  C12 1.103
15 H -1.60176 -2.66279 1.45939  C12 1.103
16 H -3.06036 -2.84944 0.43617  C12 1.103
17 H -3.02594 -0.42153 0.03658  N13 1.040
18 H -1.65325 -0.24587 0.99954  N13 1.040
19 H -1.56361 -1.10720 -0.44700  N13 1.040

Löwdin analysis output, partial charges in e: 0.79 0.78 -0.81 -0.55 -0.57 0.05 0.03 0.09 0.09 0.06 0.09 -0.02 0.14 0.11 0.11 0.11 0.18 0.16 0.16

---

## ii
A 2-piece molecular cluster, C4H12NS2 overall. Source: the OMol25 dataset; level of theory: wB97M-V/def2-TZVPD.

Results
Kohn-Sham gap, Ha: 0.2400
HOMO, eV: -11.440
E_LUMO, eV: -4.91
Charge: +1

Last columns: bonded neighbours and bond lengths (Å).
Geometry (Å):
1 C 0.99680 2.80752 2.33282  N3 1.476, H4 1.086, H5 1.084, H6 1.087
2 C -0.00170 1.61200 0.46758  N3 1.275, H7 1.084, H8 1.083
3 N -0.12908 2.36812 1.48582  C1 1.476, C2 1.275, H9 1.016
4 H 0.63428 3.03914 3.32977  C1 1.086
5 H 1.44348 3.68967 1.88823  C1 1.084
6 H 1.72725 2.00368 2.38366  C1 1.087
7 H 0.94962 1.13728 0.25545  C2 1.084
8 H -0.87110 1.42202 -0.14880  C2 1.083
9 H -1.06939 2.68279 1.70597  N3 1.016
10 C -0.70605 -1.77176 1.30080  S11 1.820, H14 1.084, H15 1.090, H16 1.089
11 S -1.12336 -1.31914 -0.41140  C10 1.820, S12 2.090
12 S 0.80177 -1.20329 -1.21580  S11 2.090, C13 1.811
13 C 0.43695 -0.13527 -2.63273  S12 1.811, H17 1.084, H18 1.081, H19 1.084
14 H 0.33809 -2.05874 1.35295  C10 1.084
15 H -0.92582 -0.95725 1.99026  C10 1.090
16 H -1.31461 -2.63664 1.56093  C10 1.089
17 H -0.24776 0.65515 -2.34712  C13 1.084
18 H 1.38624 0.25221 -2.97660  C13 1.081
19 H -0.00138 -0.71527 -3.43643  C13 1.084

Löwdin analysis output, partial charges in e: 0.01 0.11 0.02 0.11 0.11 0.11 0.09 0.08 0.18 -0.45 0.47 0.46 -0.46 0.02 0.02 0.04 0.01 0.04 0.04

---

Most favorable structure: i. The second most favorable one is 89.5 kJ/mol above it.